Entry 1:
A structure of composition C25H18Br3N6O3S2Ti. Source: the Open Molecules 2025 dataset; level of theory: ωB97M-V/def2-TZVPD.

Last column: Löwdin charge in e.
Geometry (Å):
Ti  -1.17  0.11  -0.31  0.572
C  1.14  -4.69  -2.70  -0.062
C  0.16  -3.67  -2.18  -0.264
C  -1.23  -3.88  -2.26  -0.044
C  -2.12  -2.94  -1.79  -0.071
C  -1.63  -1.77  -1.21  -0.275
Br  -3.70  0.32  0.55  -0.014
N  -0.31  -1.61  -1.15  -0.106
C  0.58  -2.49  -1.61  -0.093
H  0.63  -5.63  -2.92  0.069
H  1.92  -4.90  -1.97  0.077
H  1.63  -4.36  -3.62  0.075
H  -1.58  -4.80  -2.71  0.105
H  -3.19  -3.11  -1.85  0.095
H  1.63  -2.23  -1.50  0.121
S  1.58  -0.16  1.07  0.760
C  1.44  -1.34  2.26  -0.706
C  2.61  -1.88  2.87  -0.070
C  2.56  -2.80  3.88  -0.198
C  3.78  -3.28  4.46  -0.186
N  4.78  -3.65  4.90  0.152
C  1.29  -3.27  4.34  -0.199
C  0.15  -2.79  3.76  -0.068
C  0.16  -1.84  2.69  -0.690
S  -1.32  -1.40  2.03  0.708
C  1.21  -4.24  5.39  -0.187
N  1.15  -5.02  6.24  0.153
H  3.57  -1.52  2.52  0.108
H  -0.81  -3.15  4.10  0.110
C  3.01  2.66  -1.33  -0.039
O  2.47  2.19  -2.57  -0.029
C  1.39  1.40  -2.45  -0.552
O  0.93  1.08  -1.37  -0.046
N  0.91  1.06  -3.67  0.017
N  -0.20  0.22  -3.74  0.066
H  3.93  3.18  -1.59  0.089
H  3.21  1.82  -0.66  0.069
H  2.31  3.34  -0.84  0.098
H  1.14  1.68  -4.42  0.146
H  -0.17  -0.31  -4.59  0.089
H  -1.07  0.72  -3.59  0.065
Br  -3.32  3.33  -3.59  0.748
C  -2.77  3.64  -1.81  -0.597
C  -3.15  4.85  -1.20  -0.181
C  -2.78  5.13  0.07  -0.633
Br  -3.31  6.77  0.86  0.737
C  -2.01  4.19  0.81  -0.183
C  -1.57  4.39  2.14  -0.029
C  -0.85  3.42  2.77  -0.028
C  -0.56  2.23  2.08  -0.134
N  -0.92  2.03  0.84  0.008
C  -1.64  2.98  0.19  -0.180
C  -2.03  2.66  -1.16  -0.458
O  -1.71  1.53  -1.68  -0.254
H  -3.74  5.55  -1.78  0.090
H  -1.83  5.31  2.64  0.074
H  -0.52  3.53  3.79  0.106
H  -0.02  1.42  2.55  0.072

The net charge is -1. Its spin multiplicity is 3. The HOMO energy (spin up / spin down) is -4.7 / -5.4 eV. As for the LUMO energy (spin up / spin down): 2.17 / 0.29 eV. The value obtained for the total energy is -10885.82581 Eh.

=====

Entry 2:
The ion C3H6NO2 with charge -1. Source: the Open Molecules 2025 dataset; level of theory: ωB97M-V/def2-TZVPD.

Last column: Löwdin charge in e.
Geometry (Å):
C  -1.08  0.03  -1.49  -0.042
C  0.22  0.37  -0.76  -0.640
O  1.29  0.48  -1.35  -0.008
N  0.01  0.58  0.55  0.057
C  0.94  -0.24  1.62  -0.468
O  0.14  -0.56  2.65  -0.350
H  -0.92  0.18  -2.59  0.063
H  -1.96  0.53  -1.27  0.026
H  -1.06  -1.14  -1.53  0.109
H  -0.77  0.63  1.22  0.107
H  1.31  -1.18  1.16  0.075
H  1.89  0.32  1.80  0.072

The net charge is -1. Its structure (SMILES) is CC(=O)NC[O-]. The HOMO energy is -3.0 eV. As for the LUMO energy: 4.13 eV. The value obtained for the total energy is -323.12873 Eh.

=====

Entry 3:
The molecule C4H4ClNOS. Source: the Open Molecules 2025 dataset; level of theory: ωB97M-V/def2-TZVPD.

Last column: Löwdin charge in e.
Geometry (Å):
S  2.08  0.84  1.79  0.677
C  0.76  0.09  1.20  -0.801
O  0.11  -0.89  1.88  -0.042
N  -0.78  -1.51  1.08  0.048
C  -0.71  -0.82  -0.10  -0.103
C  0.17  0.15  -0.14  -0.333
C  0.43  1.11  -1.25  -0.439
Cl  -0.77  0.81  -2.66  0.483
H  -1.55  -1.78  1.61  0.140
H  -1.33  -1.27  -0.94  0.144
H  0.03  2.12  -0.86  0.107
H  1.54  1.14  -1.60  0.120

Its structure (SMILES) is S=c1o[nH]cc1CCl. The HOMO energy is -8.5 eV. As for the LUMO energy: 0.34 eV. The value obtained for the total energy is -1143.10873 Eh.

=====

Entry 4:
A structure of composition BeCl4. Source: the Open Molecules 2025 dataset; level of theory: ωB97M-V/def2-TZVPD.

Last column: Löwdin charge in e.
Geometry (Å):
Be  0.73  0.82  0.14  0.540
Cl  -2.05  -0.91  -3.33  -0.582
Cl  -2.60  3.98  1.71  -0.668
Cl  4.75  -1.18  -1.70  -0.685
Cl  -0.83  -2.71  3.18  -0.605

The net charge is -2. The HOMO energy is -3.5 eV. As for the LUMO energy: -1.14 eV. The value obtained for the total energy is -1855.34889 Eh.

=====

Entry 5:
A cluster of 2 separate species, C5H17N2O in total. Source: the Open Molecules 2025 dataset; level of theory: ωB97M-V/def2-TZVPD.

Last column: Löwdin charge in e.
Geometry (Å):
C  -1.65  2.11  0.73  -0.004
C  -0.89  0.77  0.29  -0.329
C  -0.29  -0.02  1.43  -0.177
C  0.02  -1.48  1.09  -0.176
C  2.04  -2.50  0.28  -0.127
N  1.00  -1.52  -0.06  -0.132
N  0.29  1.18  -0.60  0.154
H  -0.91  2.64  1.32  0.085
H  -2.55  1.76  1.21  0.089
H  -1.84  2.73  -0.14  0.075
H  -1.57  0.16  -0.32  0.145
H  -1.00  0.09  2.24  0.125
H  0.62  0.52  1.75  0.136
H  0.63  -1.70  1.96  0.110
H  -0.89  -2.08  0.97  0.131
H  1.84  -3.25  1.07  0.084
H  2.41  -3.16  -0.52  0.087
H  2.91  -1.94  0.64  0.084
H  0.55  -1.77  -0.94  0.109
H  0.95  0.35  -0.60  0.130
H  0.86  1.92  -0.19  0.159
H  -0.18  1.52  -1.49  0.095
H  -0.43  1.83  -3.72  0.093
H  -1.10  0.51  -3.41  0.081
O  -0.82  1.33  -2.99  -0.027

The net charge is +1. The HOMO energy is -13.2 eV. As for the LUMO energy: -2.90 eV. The value obtained for the total energy is -385.20418 Eh.

=====

Entry 6:
A cluster of 7 separate species, C32H76F6N5O15 in total. Source: the Open Molecules 2025 dataset; level of theory: ωB97M-V/def2-TZVPD.

Last column: Löwdin charge in e.
Geometry (Å):
C  -2.47  -2.60  -0.53  -0.137
O  -2.25  -3.14  0.72  -0.171
C  -1.87  -4.50  0.60  -0.212
C  -1.96  -5.10  1.97  -0.218
N  -1.03  -4.55  2.96  -0.040
H  1.02  -5.30  2.12  0.168
H  -1.39  -3.61  3.10  0.096
C  -1.21  -5.24  4.24  -0.204
C  -2.60  -4.97  4.92  -0.145
O  -3.01  -3.56  4.94  -0.223
C  -2.34  -2.63  5.74  -0.131
H  -2.64  -1.53  -0.40  0.068
H  -3.33  -3.04  -1.05  0.101
H  -1.58  -2.62  -1.18  0.078
H  -0.81  -4.52  0.27  0.126
H  -2.59  -4.99  0.01  0.107
H  -1.80  -6.21  1.91  0.144
H  -3.04  -5.05  2.19  0.119
H  -0.41  -4.90  4.92  0.113
H  -1.03  -6.32  4.24  0.127
H  -2.56  -5.25  5.96  0.115
H  -3.37  -5.41  4.27  0.115
H  -2.97  -1.74  5.70  0.059
H  -1.29  -2.48  5.41  0.085
H  -2.28  -2.97  6.81  0.103
C  4.28  -2.63  -3.46  -0.080
O  2.99  -2.70  -4.02  -0.208
C  1.89  -3.16  -3.28  -0.188
C  1.37  -2.06  -2.34  -0.084
N  0.65  -0.90  -2.95  0.088
H  -0.05  -1.22  -3.61  0.171
H  0.17  -0.45  -2.20  0.090
C  1.63  0.07  -3.60  -0.054
C  0.83  1.23  -4.13  -0.182
O  -0.24  0.73  -4.92  -0.183
C  -1.05  1.69  -5.50  -0.106
H  4.55  -3.66  -3.08  0.101
H  4.29  -1.83  -2.74  0.052
H  5.02  -2.39  -4.24  0.103
H  2.18  -4.01  -2.64  0.108
H  1.16  -3.45  -4.03  0.130
H  2.29  -1.64  -1.86  0.142
H  0.66  -2.45  -1.57  0.125
H  2.25  -0.43  -4.32  0.128
H  2.29  0.40  -2.78  0.114
H  1.49  1.84  -4.77  0.141
H  0.39  1.73  -3.29  0.088
H  -1.31  2.53  -4.82  0.072
H  -1.94  1.15  -5.82  0.097
H  -0.53  2.19  -6.37  0.118
C  -4.43  5.22  -4.90  -0.053
O  -3.84  4.15  -4.14  -0.213
C  -4.46  4.00  -2.87  -0.206
C  -3.77  2.79  -2.19  -0.072
N  -2.30  2.95  -2.30  0.046
H  -1.87  2.04  -2.07  0.082
H  -2.11  3.18  -3.25  0.106
C  -1.88  4.14  -1.57  -0.116
C  -0.41  4.38  -1.60  -0.230
O  0.17  4.43  -2.88  -0.167
C  1.57  4.17  -2.81  -0.078
H  -3.74  5.53  -5.67  0.091
H  -4.58  6.01  -4.18  0.084
H  -5.35  4.87  -5.40  0.107
H  -5.50  3.76  -3.00  0.126
H  -4.43  4.99  -2.35  0.132
H  -4.02  1.85  -2.67  0.146
H  -4.00  2.82  -1.12  0.134
H  -2.11  4.02  -0.54  0.120
H  -2.41  4.94  -2.07  0.132
H  0.03  3.56  -1.01  0.121
H  -0.18  5.25  -0.96  0.143
H  2.01  4.90  -2.11  0.103
H  1.99  4.29  -3.81  0.093
H  1.71  3.15  -2.45  0.063
C  2.01  4.00  3.11  -0.038
O  1.18  2.90  3.45  -0.195
C  0.48  2.21  2.49  -0.237
C  -0.22  1.02  3.23  -0.070
N  -0.96  1.65  4.32  0.046
H  -1.35  0.95  4.97  0.180
H  -0.24  2.22  4.75  0.163
C  -2.03  2.60  3.92  -0.082
C  -3.38  1.92  4.02  -0.189
O  -3.41  1.21  5.27  -0.227
C  -4.64  0.45  5.43  -0.060
H  2.49  4.30  4.04  0.101
H  1.37  4.88  2.86  0.103
H  2.67  3.71  2.30  0.063
H  1.07  1.70  1.74  0.091
H  -0.17  2.90  1.91  0.120
H  0.58  0.52  3.76  0.127
H  -0.85  0.45  2.50  0.135
H  -1.84  2.96  2.93  0.111
H  -2.12  3.39  4.68  0.155
H  -3.63  1.13  3.24  0.150
H  -4.16  2.69  3.99  0.133
H  -4.65  -0.37  4.71  0.091
H  -5.46  1.12  5.20  0.088
H  -4.70  0.06  6.43  0.090
N  -1.31  0.57  -0.27  -0.509
O  -1.96  1.40  0.39  -0.006
O  -1.38  0.60  -1.57  -0.084
O  -0.63  -0.36  0.20  0.015
C  2.82  -4.95  1.40  -0.418
O  2.58  -3.61  1.25  -0.077
O  2.05  -5.57  2.36  0.000
C  2.71  -5.53  -0.01  -0.616
F  3.45  -4.76  -0.83  0.142
F  3.22  -6.73  0.00  0.200
F  1.45  -5.58  -0.43  0.169
C  3.16  -2.90  2.39  -0.192
C  2.15  -1.78  2.80  -0.056
H  2.07  -1.06  1.99  0.059
H  1.19  -2.28  3.02  0.075
H  2.43  -1.25  3.70  0.060
H  4.13  -2.46  2.09  0.131
H  3.35  -3.56  3.20  0.103
H  3.90  -5.09  1.87  0.205
C  4.92  1.13  -2.86  -0.472
O  3.73  1.25  -1.86  -0.188
O  5.46  -0.04  -2.85  -0.101
C  4.57  1.62  -4.24  -0.379
F  4.16  0.88  -5.37  0.071
F  3.70  2.78  -4.31  0.018
F  5.80  2.03  -4.68  0.101
C  4.21  1.28  -0.61  -0.330
C  3.31  2.24  0.21  -0.068
H  3.78  2.34  1.19  0.066
H  3.06  3.20  -0.31  0.081
H  2.33  1.80  0.47  0.034
H  5.23  1.74  -0.57  0.129
H  4.27  0.32  -0.13  0.107
H  5.47  2.05  -2.42  0.156

The net charge is +1. The HOMO energy is -9.0 eV. As for the LUMO energy: -2.31 eV. The value obtained for the total energy is -3265.80167 Eh.

=====

Copy entry 4 word for word.
A structure of composition BeCl4. Source: the Open Molecules 2025 dataset; level of theory: ωB97M-V/def2-TZVPD.

Last column: Löwdin charge in e.
Geometry (Å):
Be  0.73  0.82  0.14  0.540
Cl  -2.05  -0.91  -3.33  -0.582
Cl  -2.60  3.98  1.71  -0.668
Cl  4.75  -1.18  -1.70  -0.685
Cl  -0.83  -2.71  3.18  -0.605

The net charge is -2. The HOMO energy is -3.5 eV. As for the LUMO energy: -1.14 eV. The value obtained for the total energy is -1855.34889 Eh.